DFT (ωB97M-V/def2-TZVPD) results for C26H21AuBrN5 as an isolated structure.

Its total charge is +2. The calculation puts the calculated total energy at -108475.23624 eV. The value obtained for the lowest unoccupied orbital energy is -6.92 eV. As for the largest force on an atom: 0.498 eV/Å.

Element x y z (Å)
Au  0.56  0.23  0.50
C  -2.90  0.46  0.03
N  -1.91  -0.15  -0.86
C  -1.94  -1.59  -0.97
C  -0.93  -2.28  -0.10
N  0.07  -1.74  0.58
C  0.78  -2.77  1.21
C  1.89  -2.74  2.05
C  2.32  -3.95  2.54
C  1.68  -5.15  2.22
C  0.57  -5.19  1.40
C  0.14  -3.96  0.90
N  -0.93  -3.61  0.08
C  -2.37  0.63  1.43
N  -1.10  0.61  1.78
C  -1.05  0.80  3.16
C  0.04  0.86  4.03
C  -0.23  1.06  5.37
C  -1.55  1.21  5.83
C  -2.63  1.15  4.98
C  -2.35  0.95  3.63
N  -3.16  0.83  2.51
H  -3.82  -0.13  0.08
H  -3.17  1.44  -0.36
H  -1.95  0.27  -1.77
H  -1.74  -1.87  -2.01
H  -2.93  -2.01  -0.72
H  2.39  -1.81  2.29
H  3.18  -3.98  3.20
H  2.06  -6.08  2.63
H  0.07  -6.11  1.16
H  -1.61  -4.24  -0.31
H  1.06  0.75  3.67
H  0.58  1.11  6.08
H  -1.72  1.37  6.89
H  -3.65  1.27  5.34
H  -4.16  0.89  2.49
Br  1.23  2.55  0.49
C  2.97  2.23  -0.28
C  3.86  3.24  -0.38
C  5.10  2.97  -1.00
C  5.35  1.72  -1.50
C  4.40  0.67  -1.40
C  4.64  -0.61  -1.93
C  3.70  -1.59  -1.84
C  2.47  -1.35  -1.18
C  2.22  -0.13  -0.62
C  3.17  0.92  -0.74
H  3.64  4.24  0.00
H  5.83  3.76  -1.08
H  6.29  1.52  -1.99
H  5.59  -0.80  -2.43
H  3.88  -2.57  -2.27
H  1.76  -2.15  -1.13

DFT (ωB97M-V/def2-TZVPD) results for C8H11FP2 as an isolated structure at a distorted geometry.

Its spin multiplicity is 3. The calculation puts the calculated total energy at -29763.15634 eV. The value obtained for the lowest unoccupied orbital energy (spin up / spin down) is 0.93 / -2.56 eV. As for the largest force on an atom: 4.681 eV/Å.

Element x y z (Å)
C  -0.20  -1.38  1.53
C  -1.55  -0.57  -0.32
C  0.87  -0.70  1.07
C  -0.42  0.13  -0.74
C  -1.45  -1.32  0.91
C  0.81  0.15  -0.08
C  -2.58  -2.21  1.35
C  2.07  0.97  -0.53
F  3.27  0.37  -0.06
P  2.10  2.76  0.07
P  2.00  1.19  -2.34
H  -0.07  -1.80  2.51
H  -2.45  -0.78  -1.04
H  1.78  -0.60  1.69
H  -0.46  0.69  -1.62
H  -3.39  -1.83  0.60
H  -2.45  -3.25  1.51
H  -2.89  -1.82  2.38
H  1.23  2.50  1.12
H  3.35  2.54  0.79
H  2.92  0.18  -2.72
H  2.89  2.26  -2.24